This record from the OMol25 dataset describes a structure of composition C51H56Cl5FGeHfN8O4P at a distorted geometry. The level of theory is wB97M-V/def2-TZVPD.

Geometry as XYZ:
```
128
Properties=species:S:1:pos:R:3:forces:R:3
Hf -0.150 -0.056 0.126 0.204 1.158 -0.460
Cl -2.280 -6.599 -3.113 -0.011 0.013 0.005
C -2.050 -4.994 -2.643 0.060 0.005 0.019
C -3.075 -4.060 -2.797 -0.052 0.072 -0.002
C -2.897 -2.761 -2.388 -0.029 -0.110 -0.045
Cl -4.135 -1.632 -2.624 0.000 0.113 0.056
C -1.668 -2.341 -1.732 0.042 -0.026 0.100
O -1.543 -1.199 -1.226 -0.185 0.074 -0.195
C -0.603 -3.315 -1.700 0.047 -0.036 -0.061
C 0.724 -2.911 -1.284 -0.010 -0.065 0.150
O 1.015 -1.797 -0.859 -0.032 -0.069 -0.187
C -0.793 -4.600 -2.129 -0.042 -0.010 -0.004
H -4.016 -4.359 -3.238 0.005 -0.014 -0.002
H 1.524 -3.649 -1.423 -0.013 -0.004 0.034
H 0.009 -5.327 -2.081 0.005 0.006 0.004
C 4.701 -2.584 2.238 -0.020 0.000 0.006
N 3.475 -1.802 2.105 0.002 -0.007 0.043
C 2.883 -1.339 1.020 0.021 0.081 -0.054
N 1.797 -0.638 1.358 -0.197 -0.306 0.102
C 1.794 -0.740 2.734 0.047 0.041 -0.027
N 2.788 -1.432 3.207 0.031 0.030 -0.006
C 5.956 -1.743 2.282 0.008 -0.006 0.052
C 7.022 -2.180 3.059 -0.025 0.023 0.022
C 8.209 -1.462 3.090 0.001 0.005 -0.011
C 8.343 -0.302 2.348 -0.004 -0.018 0.009
C 7.276 0.138 1.571 0.028 0.008 -0.023
C 6.086 -0.580 1.541 0.005 0.008 -0.018
C 7.422 1.358 0.782 -0.030 -0.026 0.015
N 8.419 2.168 0.747 0.003 0.028 -0.010
N 8.087 3.162 -0.160 0.017 -0.017 0.019
C 6.916 2.875 -0.603 -0.032 -0.003 -0.011
O 6.415 1.739 -0.051 0.021 0.002 -0.004
C 6.125 3.614 -1.583 0.026 0.004 0.029
C 6.616 4.822 -2.062 -0.012 0.012 -0.026
C 5.881 5.535 -2.996 0.002 -0.014 0.009
C 4.662 5.050 -3.439 -0.013 0.016 0.033
C 4.168 3.839 -2.962 -0.035 0.058 0.011
C 2.835 3.395 -3.518 0.004 -0.029 -0.006
N 2.252 2.205 -2.895 -0.028 0.014 0.015
C 1.909 2.008 -1.630 -0.004 0.042 -0.003
N 1.244 0.859 -1.523 0.148 -0.162 0.015
C 1.227 0.391 -2.809 0.050 -0.016 -0.051
N 1.825 1.178 -3.659 -0.055 0.006 0.009
C 4.903 3.118 -2.036 0.019 -0.037 -0.021
H 4.728 -3.301 1.417 0.003 0.039 -0.034
H 4.585 -3.140 3.166 0.013 -0.039 -0.020
H 3.255 -1.502 0.024 -0.030 -0.028 -0.016
H 1.045 -0.300 3.366 -0.024 0.005 -0.002
H 6.924 -3.082 3.651 0.001 0.000 -0.002
H 9.031 -1.808 3.702 0.001 -0.002 0.000
H 9.261 0.270 2.362 0.000 0.000 0.001
H 5.269 -0.208 0.936 -0.009 -0.023 -0.004
H 7.567 5.187 -1.700 0.001 0.000 0.001
H 6.258 6.474 -3.376 0.000 0.000 0.000
H 4.091 5.616 -4.166 0.000 0.000 0.001
H 2.911 3.148 -4.575 0.016 -0.027 0.005
H 2.105 4.199 -3.416 0.002 0.010 -0.039
H 2.145 2.697 -0.837 0.050 -0.018 -0.019
H 0.759 -0.531 -3.109 0.012 0.005 0.005
H 4.561 2.159 -1.667 0.003 -0.003 -0.003
O -1.371 1.464 -0.643 -0.066 -0.589 0.307
P -2.400 2.633 -0.724 0.186 0.140 -0.075
C -2.689 2.849 -2.518 -0.009 -0.063 -0.047
C -3.726 3.925 -2.921 -0.006 0.016 0.031
C -3.125 5.198 -3.510 -0.034 -0.007 -0.007
C -2.182 4.874 -4.660 0.007 0.006 0.025
C -1.007 4.061 -4.136 -0.018 0.004 0.007
C -1.462 2.767 -3.459 -0.003 -0.022 -0.003
C -4.082 2.143 -0.147 -0.011 -0.051 -0.013
C -4.756 2.978 0.950 0.021 -0.028 0.018
C -4.171 2.713 2.333 0.018 0.030 0.021
C -4.297 1.235 2.687 -0.042 -0.007 -0.044
C -3.652 0.357 1.621 -0.014 -0.009 -0.152
C -4.163 0.652 0.219 -0.058 -0.010 -0.008
C -1.669 4.029 0.184 -0.013 0.071 -0.019
C -2.544 5.309 0.246 -0.013 -0.034 0.008
C -1.691 6.582 0.291 0.001 0.002 0.005
C -0.466 6.348 1.165 -0.008 0.003 -0.007
C 0.482 5.370 0.462 0.050 0.038 -0.027
C -0.281 4.339 -0.385 0.019 -0.054 0.026
H -3.192 1.878 -2.644 -0.007 -0.001 0.027
H -4.377 4.179 -2.081 -0.034 -0.034 0.016
H -4.380 3.484 -3.677 0.018 -0.001 -0.017
H -2.582 5.765 -2.745 0.030 -0.013 0.026
H -3.942 5.836 -3.848 0.012 0.019 0.009
H -1.825 5.789 -5.134 -0.006 0.002 0.004
H -2.720 4.309 -5.429 0.001 -0.003 0.000
H -0.441 4.696 -3.452 0.062 0.028 0.152
H -0.323 3.799 -4.947 -0.017 -0.014 0.011
H -0.634 2.293 -2.931 0.039 -0.011 0.009
H -1.737 2.075 -4.260 -0.003 -0.017 0.011
H -4.663 2.272 -1.063 -0.012 0.043 -0.007
H -5.808 2.672 0.954 0.001 0.004 0.000
H -4.758 4.037 0.707 0.023 0.061 -0.028
H -4.685 3.327 3.074 -0.010 0.000 -0.001
H -3.115 3.007 2.362 -0.076 -0.014 0.011
H -5.357 0.974 2.769 0.008 -0.003 0.016
H -3.853 1.029 3.663 -0.034 -0.003 0.016
H -3.814 -0.697 1.854 -0.047 0.003 -0.005
H -2.569 0.533 1.634 -0.237 -0.096 -0.187
H -5.217 0.369 0.149 0.013 -0.001 -0.012
H -3.624 0.051 -0.510 0.001 -0.070 -0.044
H -1.525 3.630 1.195 -0.006 -0.020 -0.010
H -3.147 5.271 1.153 -0.015 -0.008 0.014
H -3.239 5.364 -0.593 -0.015 0.000 -0.014
H -2.301 7.402 0.670 0.002 0.000 -0.001
H -1.374 6.871 -0.716 0.000 -0.004 0.005
H -0.787 5.937 2.128 0.005 -0.004 0.013
H 0.052 7.280 1.386 -0.005 0.004 -0.005
H 1.111 4.866 1.196 -0.075 0.072 -0.097
H 1.151 5.927 -0.199 0.006 0.009 -0.001
H 0.292 3.415 -0.458 -0.113 0.074 0.022
H -0.404 4.721 -1.394 -0.023 0.052 -0.209
F 0.610 4.180 4.834 -0.002 0.015 0.005
C 0.388 3.257 3.893 0.013 -0.007 -0.014
C 1.300 3.118 2.863 -0.009 -0.042 0.079
C 1.055 2.155 1.897 -0.080 -0.048 -0.072
C -0.082 1.326 1.902 -0.097 -0.055 0.325
C -0.946 1.501 2.991 0.095 0.068 0.166
C -0.730 2.452 3.982 0.034 0.008 -0.039
H 2.187 3.738 2.847 0.006 -0.021 0.021
H 1.826 2.036 1.138 0.004 -0.047 0.000
H -1.815 0.867 3.116 0.285 0.082 0.161
H -1.405 2.562 4.821 0.002 -0.003 0.013
Cl -1.858 -1.971 3.753 0.026 -0.011 0.055
Ge -1.350 -2.154 1.673 0.404 -0.181 0.114
Cl -2.991 -3.356 0.856 -0.106 0.027 -0.045
Cl 0.253 -3.717 1.654 -0.073 -0.039 0.061
```
Forces are in eV/Å.

The HOMO-LUMO gap (alpha / beta) comes out at 6.09 / 3.79 eV. The multiplicity is 2. Its calculated total energy is -206343.053 eV. Its relative energy (zero: lowest compared OMol25 entry of this formula, charge and spin) is 0.329 eV. Its net charge is +2.

Here are the Mulliken charges for atoms 1 to 99, given in e: atom 1 (Hf): 0.841, atom 2 (Cl): -0.101, atom 3 (C): 0.140, atom 4 (C): -0.513, atom 5 (C): -0.007, atom 6 (Cl): -0.125, atom 7 (C): -0.852, atom 8 (O): 1.254, atom 9 (C): 1.427, atom 10 (C): -0.739, atom 11 (O): -0.533, atom 12 (C): -0.964, atom 13 (H): 0.521, atom 14 (H): 0.213, atom 15 (H): 0.527, atom 16 (C): -1.398, atom 17 (N): 1.113, atom 18 (C): -1.232, atom 19 (N): 0.295, atom 20 (C): -0.734, atom 21 (N): -1.022, atom 22 (C): 1.379, atom 23 (C): -0.881, atom 24 (C): -0.730, atom 25 (C): -1.017, atom 26 (C): -0.281, atom 27 (C): -0.039, atom 28 (C): 0.750, atom 29 (N): -0.505, atom 30 (N): -0.447, atom 31 (C): 0.532, atom 32 (O): -0.252, atom 33 (C): -0.030, atom 34 (C): -0.954, atom 35 (C): -0.759, atom 36 (C): -1.014, atom 37 (C): 0.506, atom 38 (C): -0.664, atom 39 (N): 1.245, atom 40 (C): -1.439, atom 41 (N): 0.357, atom 42 (C): -1.135, atom 43 (N): -0.999, atom 44 (C): -0.021, atom 45 (H): 0.311, atom 46 (H): 0.486, atom 47 (H): 0.898, atom 48 (H): 0.571, atom 49 (H): 0.460, atom 50 (H): 0.415, atom 51 (H): 0.552, atom 52 (H): 0.574, atom 53 (H): 0.555, atom 54 (H): 0.438, atom 55 (H): 0.511, atom 56 (H): 0.526, atom 57 (H): 0.314, atom 58 (H): 1.056, atom 59 (H): 0.546, atom 60 (H): 0.874, atom 61 (O): 0.910, atom 62 (P): 0.400, atom 63 (C): 0.136, atom 64 (C): -1.266, atom 65 (C): -0.321, atom 66 (C): -1.340, atom 67 (C): -0.317, atom 68 (C): -0.053, atom 69 (C): 0.218, atom 70 (C): -1.883, atom 71 (C): 0.400, atom 72 (C): -1.615, atom 73 (C): 1.791, atom 74 (C): -0.979, atom 75 (C): 2.941, atom 76 (C): -1.106, atom 77 (C): -1.006, atom 78 (C): -0.875, atom 79 (C): -0.863, atom 80 (C): -0.068, atom 81 (H): 0.459, atom 82 (H): 0.431, atom 83 (H): 0.544, atom 84 (H): -0.129, atom 85 (H): 0.481, atom 86 (H): 0.478, atom 87 (H): 0.411, atom 88 (H): -0.051, atom 89 (H): 0.589, atom 90 (H): -1.043, atom 91 (H): 0.758, atom 92 (H): 1.276, atom 93 (H): 0.661, atom 94 (H): 0.388, atom 95 (H): 0.428, atom 96 (H): -0.304, atom 97 (H): 0.476, atom 98 (H): 0.548, atom 99 (H): 0.829

This record from the OMol25 dataset describes the molecule C5H9NO. The level of theory is wB97M-V/def2-TZVPD.

Geometry as XYZ:
```
16
Properties=species:S:1:pos:R:3:forces:R:3
H -0.750 1.625 -1.860 -0.114 -0.270 0.268
N -0.058 1.647 -1.110 0.238 0.492 -0.499
C -0.198 0.758 -0.228 -0.120 0.081 0.403
C 0.817 0.687 0.882 0.178 -0.158 -0.083
C 1.834 -0.411 0.546 -0.025 0.186 0.180
C -1.264 -0.283 -0.222 -0.182 -0.128 -0.461
C -1.469 -1.069 -1.275 -0.116 0.101 0.303
O -2.027 -0.412 0.908 0.193 -0.071 -0.041
H 0.342 0.458 1.839 0.045 0.037 0.038
H 1.324 1.648 0.956 -0.123 0.014 0.039
H 2.538 -0.533 1.365 0.114 -0.061 0.068
H 2.389 -0.147 -0.351 0.008 0.025 -0.067
H 1.336 -1.358 0.375 -0.064 -0.216 -0.022
H -0.879 -0.959 -2.165 0.186 0.072 -0.107
H -2.224 -1.834 -1.255 -0.199 -0.147 0.027
H -1.710 0.182 1.595 -0.021 0.042 -0.046
```
Forces are in eV/Å.

The HOMO-LUMO gap comes out at 9.98 eV. Its calculated total energy is -8867.538 eV. Its relative energy (zero: lowest compared OMol25 entry of this formula, charge and spin) is 1.675 eV. Its SMILES is [H]/N=C(/CC)C(=C)O.

Quick look at the Mulliken charges, all values in e: atom 1 (H): 0.306, atom 2 (N): -0.652, atom 3 (C): 0.326, atom 4 (C): -0.361, atom 5 (C): -1.194, atom 6 (C): 0.428, atom 7 (C): -0.934, atom 8 (O): -0.541, atom 9 (H): 0.304, atom 10 (H): 0.326, atom 11 (H): 0.351, atom 12 (H): 0.321, atom 13 (H): 0.337, atom 14 (H): 0.307, atom 15 (H): 0.307, atom 16 (H): 0.366